A 4-piece molecular cluster, C6H20O4 overall in a non-equilibrium geometry, computed with ωB97M-V with the def2-TZVPD basis set.

Positions of all 30 atoms, in Å:
O: 17.66175 -17.28308 -7.47598
H: 17.87900 -16.51943 -8.01066
H: 17.88354 -17.02132 -6.58238
O: 19.76652 -16.60092 -9.67510
H: 20.46203 -17.25146 -9.77150
H: 19.08040 -17.05397 -9.18499
C: 19.90106 -18.79327 -8.01894
C: 21.26934 -19.13985 -8.69204
C: 21.18835 -20.40581 -9.53632
O: 21.67392 -18.02072 -9.46008
H: 20.01500 -17.76532 -7.67478
H: 19.56380 -19.51926 -7.27914
H: 19.02317 -18.67581 -8.65424
H: 22.08549 -19.36195 -8.00451
H: 22.18037 -20.69108 -9.88646
H: 20.47330 -20.33808 -10.35622
H: 20.91674 -21.12829 -8.76667
H: 22.52374 -18.17054 -9.88074
C: 20.34608 -19.66813 -13.11648
C: 20.59788 -18.21945 -13.43392
C: 21.42079 -17.48518 -12.43323
O: 21.20183 -18.39745 -14.71353
H: 21.25686 -20.25286 -12.98744
H: 19.71443 -20.20096 -13.82727
H: 19.81299 -19.59191 -12.16880
H: 19.59407 -17.81470 -13.56297
H: 21.17432 -17.66953 -11.38758
H: 21.27338 -16.41912 -12.60612
H: 22.47854 -17.71199 -12.56670
H: 20.47731 -18.75813 -15.22985

total energy: -14734.491 eV
energy relative to the best compared isomer or geometry (same formula, charge and spin): 45.28 kcal/mol
E_HOMO: -9.611 eV
structure (SMILES): CC(C)O.CC(C)O.O.O
frontier orbital gap: 10.25 eV

=====

A 4-piece molecular cluster, C6H20O4 overall in a non-equilibrium geometry, computed with ωB97M-V with the def2-TZVPD basis set.

Positions of all 30 atoms, in Å:
O: 0.57412 1.57772 -1.97443
H: 1.40461 1.96126 -1.69260
H: 0.81652 0.96243 -2.66645
O: -0.64618 6.19804 -1.16257
H: -0.62504 5.24874 -1.04164
H: 0.27123 6.44582 -1.27745
C: 2.25409 3.38904 3.24038
C: 3.47354 2.66938 2.57446
C: 3.27316 1.13185 2.83791
O: 3.45498 2.89692 1.14588
H: 2.06682 3.24247 4.30412
H: 1.31439 3.01578 2.83325
H: 2.36582 4.45202 3.02661
H: 4.39438 3.12357 2.94035
H: 3.93522 0.47321 2.27579
H: 2.23327 0.83044 2.71192
H: 3.44873 0.99162 3.90450
H: 3.86454 3.74151 0.94454
C: -2.05589 -3.78975 -1.89467
C: -3.24316 -4.77482 -2.27695
C: -4.25735 -4.77819 -1.08640
O: -3.81058 -4.32554 -3.49167
H: -1.29067 -3.99479 -2.64335
H: -1.61134 -4.06904 -0.93944
H: -2.18956 -2.70918 -1.94572
H: -2.83726 -5.78375 -2.35063
H: -3.83892 -5.40622 -0.29990
H: -5.17778 -5.25384 -1.42499
H: -4.40932 -3.75450 -0.74424
H: -3.15237 -3.71219 -3.82661

total energy: -14735.401 eV
energy relative to the best compared isomer or geometry (same formula, charge and spin): 24.28 kcal/mol
E_HOMO: -10.256 eV
structure (SMILES): CC(C)O.CC(C)O.O.O
frontier orbital gap: 10.66 eV

=====

C6H21CsN4O5 as an isolated structure in a non-equilibrium geometry, computed with ωB97M-V with the def2-TZVPD basis set.

Positions of all 37 atoms, in Å:
Cs: 6.58528 15.18018 -8.81873
O: 7.39907 18.21108 -8.86829
H: 6.47388 17.96564 -8.85929
C: 7.44385 17.27774 -4.76634
O: 6.94055 17.34969 -3.63743
N: 6.68159 17.33810 -5.91759
N: 8.78954 17.32815 -4.91956
H: 5.71592 17.11773 -5.77620
H: 7.13920 17.81693 -6.69348
H: 9.20920 16.94792 -5.75702
H: 9.31965 17.36097 -4.06925
C: 9.39582 18.25054 -11.84703
O: 10.03137 18.08366 -12.88690
N: 8.20301 17.63050 -11.53661
N: 9.76351 19.18861 -10.92865
H: 7.84759 16.88040 -12.09624
H: 7.87979 17.74223 -10.56676
H: 10.55137 19.75142 -11.18205
H: 9.14155 19.33429 -10.14714
C: 11.64233 16.08305 -7.71837
C: 10.48220 16.66887 -8.52361
O: 9.27141 16.60048 -7.79740
H: 11.23005 15.44610 -6.93141
H: 12.12150 16.89913 -7.17321
H: 12.35008 15.55264 -8.34568
H: 10.41521 16.15125 -9.49081
H: 10.77125 17.67950 -8.82203
H: 8.60976 17.22756 -8.20261
C: 10.34013 20.13532 -6.62482
C: 9.39366 20.93675 -7.46426
O: 8.07818 20.36115 -7.46231
H: 11.27206 20.68482 -6.42888
H: 10.67078 19.18521 -7.04150
H: 9.90771 19.98713 -5.63461
H: 9.72758 20.99645 -8.50495
H: 9.24232 21.91388 -7.00963
H: 8.03682 19.49031 -7.95851

total energy: -23310.068 eV
energy relative to the best compared isomer or geometry (same formula, charge and spin): 0.00 kcal/mol
E_HOMO: -9.160 eV
frontier orbital gap: 7.99 eV

=====

C6H21N10NiO8 as an isolated structure in a non-equilibrium geometry, computed with ωB97M-V with the def2-TZVPD basis set.

Positions of all 46 atoms, in Å:
Ni: -0.32274 -0.07559 -0.20619
O: 2.56357 -1.25909 2.60747
C: 2.31905 -1.61092 1.33324
O: 2.92718 -2.50593 0.73073
O: 1.41141 -0.95962 0.70674
H: 3.26697 -1.76585 3.02886
C: -1.00849 0.81713 2.81689
O: -1.12126 0.64683 1.59704
N: -0.04006 0.34578 3.59110
N: -2.03598 1.32091 3.55758
H: -0.05826 0.41843 4.59145
H: 0.78766 -0.09463 3.23873
H: -2.95778 1.45950 3.18759
H: -1.84287 1.50610 4.52278
C: -2.56072 1.83896 -1.40683
O: -1.91946 0.90238 -0.92635
N: -2.24935 3.10809 -1.07952
N: -3.48171 1.68301 -2.36344
H: -2.87938 3.81651 -1.42107
H: -1.53983 3.44089 -0.45689
H: -3.81026 0.75999 -2.58441
H: -3.84985 2.46831 -2.86810
C: 1.03591 -1.05142 -2.69778
O: -0.01816 -0.88739 -2.04288
N: 2.16712 -1.43198 -2.07904
N: 1.19355 -0.81186 -4.00836
H: 2.27257 -1.71494 -1.11125
H: 2.96080 -1.17191 -2.63845
H: 0.35442 -0.65050 -4.54074
H: 2.05369 -1.00316 -4.48432
C: -1.44404 -2.95151 0.13776
O: -1.47884 -1.72718 0.01639
N: -0.28257 -3.66459 0.11836
N: -2.51645 -3.69144 0.45540
H: 0.61365 -3.36615 -0.22806
H: -0.40278 -4.66096 0.17748
H: -2.45245 -4.68881 0.52567
H: -3.39662 -3.22619 0.58987
C: 1.79780 2.28052 -0.14838
O: 0.82528 1.58465 -0.47338
N: 2.86853 1.77428 0.46669
N: 1.89226 3.57369 -0.50998
H: 3.63423 2.33362 0.79437
H: 2.82401 0.79790 0.72033
H: 1.10605 4.09543 -0.84634
H: 2.79421 3.99870 -0.39076

total energy: -78889.688 eV
total charge: +1
energy relative to the best compared isomer or geometry (same formula, charge and spin): 4.45 kcal/mol
E_HOMO (spin up / spin down): -11.369 / -11.355 eV
frontier orbital gap (spin up / spin down): 9.52 / 9.50 eV
2S+1: 3

=====

An isolated ion of composition C6H21N5P and charge +1 in a non-equilibrium geometry, computed with ωB97M-V with the def2-TZVPD basis set.

Positions of all 33 atoms, in Å:
C: 2.82966 -0.01517 0.93720
C: 2.09883 -1.40330 -0.92437
C: 0.63861 1.83822 -1.49127
C: -0.87569 2.52498 0.28732
C: -0.88218 -2.43081 0.19702
C: -2.38659 -0.53042 -0.91679
N: -3.28135 -0.19220 0.04978
N: -0.16539 0.20345 2.03308
N: 1.70910 -0.61341 0.23193
N: 0.09564 1.54903 -0.17437
N: -0.81003 -1.06340 -0.28841
P: 0.18815 0.01285 0.41754
H: 3.42697 0.61732 0.27507
H: 2.47456 0.59410 1.76605
H: 3.47266 -0.80515 1.33100
H: 2.77868 -0.84547 -1.57374
H: 2.61274 -2.30753 -0.59197
H: 1.21433 -1.68365 -1.49116
H: 1.20376 2.77177 -1.45124
H: 1.30165 1.03538 -1.80479
H: -0.15185 1.94815 -2.23840
H: -1.29421 2.20775 1.23893
H: -0.37753 3.48689 0.42580
H: -1.68225 2.66092 -0.43856
H: -1.08578 -3.09496 -0.64416
H: 0.06750 -2.72152 0.64465
H: -1.67208 -2.56034 0.94202
H: -2.65671 -1.41753 -1.47738
H: -2.08628 0.29613 -1.55048
H: -3.65495 -0.93218 0.62348
H: -3.13115 0.66988 0.55251
H: 0.36467 0.87121 2.57497
H: -0.28350 -0.67100 2.52876

total energy: -23297.151 eV
total charge: +1
energy relative to the best compared isomer or geometry (same formula, charge and spin): 0.00 kcal/mol
E_HOMO: -12.966 eV
structure (SMILES): CN(C)P(N)(N(C)C)=[N+](C)CN
frontier orbital gap: 10.67 eV

=====

C6H22BFGaO11P2 as an isolated structure in a non-equilibrium geometry, computed with ωB97M-V with the def2-TZVPD basis set.

Positions of all 44 atoms, in Å:
O: 0.08172 -0.73677 2.99161
B: -1.00515 0.06077 3.45500
O: -0.71004 1.35568 3.85537
O: -2.18909 -0.47134 3.54302
Ga: -3.61800 0.62556 2.94427
F: -4.57648 1.04768 4.44285
H: 0.04728 -0.69528 2.02489
H: -1.08470 2.01085 3.24852
H: -2.98597 1.98136 2.33139
H: -4.54463 -0.13389 1.89532
C: -1.59655 -3.50183 -4.14523
O: -0.89943 -4.07938 -3.03556
P: -1.07766 -3.41168 -1.59769
O: -2.13073 -2.41045 -1.53594
O: 0.37979 -2.91069 -1.21922
C: 0.98973 -1.94325 -2.07981
O: -1.24699 -4.67797 -0.67611
C: -0.64208 -4.70714 0.62816
H: -1.13348 -3.88885 -5.05025
H: -2.64601 -3.78995 -4.12384
H: -1.52152 -2.41610 -4.14164
H: 0.25120 -1.22521 -2.43960
H: 1.46016 -2.44761 -2.92515
H: 1.74211 -1.40781 -1.50808
H: 0.44123 -4.65326 0.54602
H: -0.91533 -5.65487 1.08327
H: -1.00971 -3.88878 1.24621
C: 2.31525 2.25018 2.35778
O: 1.52459 2.99672 1.40824
P: 1.53510 2.54230 -0.10521
O: 2.18173 1.25754 -0.35980
O: 2.17894 3.77765 -0.88093
C: 3.46903 4.22175 -0.46052
O: 0.01250 2.64347 -0.48711
C: -0.40722 3.15972 -1.75336
H: 2.42791 2.87058 3.24200
H: 1.80331 1.32914 2.63130
H: 3.29984 2.02291 1.95014
H: 4.09848 3.38283 -0.15978
H: 3.36182 4.91970 0.36962
H: 3.93399 4.72686 -1.30293
H: -0.11115 4.20189 -1.85854
H: -1.49097 3.09668 -1.77668
H: 0.00719 2.57029 -2.57195

total energy: -103460.010 eV
total charge: -1
E_HOMO: -5.371 eV
frontier orbital gap: 7.79 eV

=====

C6H23BMgNO2PS as an isolated structure in a non-equilibrium geometry, computed with ωB97M-V with the def2-TZVPD basis set.

Positions of all 36 atoms, in Å:
Mg: -0.14985 0.48234 0.76130
H: 3.84484 -1.63151 -2.04913
H: -1.01530 -1.55277 0.59653
P: -0.05026 1.42392 -1.69372
C: 1.57276 2.25371 -1.83407
H: 1.67757 2.85001 -2.74917
H: 1.68901 2.89025 -0.95495
H: 2.36027 1.49584 -1.79934
C: -0.05208 0.48560 -3.25200
H: -1.05639 0.12466 -3.48567
H: 0.31630 1.07907 -4.09622
H: 0.59395 -0.38457 -3.12134
C: -1.13234 2.81497 -2.15332
H: -1.19234 3.49250 -1.29567
H: -0.77899 3.36850 -3.03257
H: -2.13476 2.42885 -2.35630
C: -2.35210 1.37766 0.50061
O: -3.43155 1.70295 0.71438
H: -2.08754 -2.52710 -0.41214
H: -1.61219 -1.09373 -1.02412
H: -0.21122 -2.44329 -2.46604
H: 0.61081 -3.35084 -0.75030
B: -0.22149 -2.67045 -1.28652
N: -1.27230 -1.89669 -0.47455
H: 3.17597 -1.97623 -2.06148
H: 1.33409 1.30970 1.02512
C: -0.03238 -2.34851 4.16414
S: -0.82320 -0.82594 3.63447
C: 0.51569 0.33895 3.96910
O: -0.67636 -0.98524 2.03245
H: 0.15622 -2.27405 5.23892
H: 0.89407 -2.52118 3.60527
H: -0.75306 -3.15339 3.97880
H: 1.42069 0.03658 3.43554
H: 0.19831 1.33262 3.64107
H: 0.67515 0.34679 5.05092

total energy: -38415.485 eV
total charge: +1
energy relative to the best compared isomer or geometry (same formula, charge and spin): 31.91 kcal/mol
E_HOMO (spin up / spin down): -7.798 / -11.980 eV
frontier orbital gap (spin up / spin down): 3.91 / 8.12 eV
2S+1: 2

=====

Look up the total energy of the fourth one.
-78889.688 eV

=====

What did the third record say?
C6H21CsN4O5 as an isolated structure in a non-equilibrium geometry, computed with ωB97M-V with the def2-TZVPD basis set.

Positions of all 37 atoms, in Å:
Cs: 6.58528 15.18018 -8.81873
O: 7.39907 18.21108 -8.86829
H: 6.47388 17.96564 -8.85929
C: 7.44385 17.27774 -4.76634
O: 6.94055 17.34969 -3.63743
N: 6.68159 17.33810 -5.91759
N: 8.78954 17.32815 -4.91956
H: 5.71592 17.11773 -5.77620
H: 7.13920 17.81693 -6.69348
H: 9.20920 16.94792 -5.75702
H: 9.31965 17.36097 -4.06925
C: 9.39582 18.25054 -11.84703
O: 10.03137 18.08366 -12.88690
N: 8.20301 17.63050 -11.53661
N: 9.76351 19.18861 -10.92865
H: 7.84759 16.88040 -12.09624
H: 7.87979 17.74223 -10.56676
H: 10.55137 19.75142 -11.18205
H: 9.14155 19.33429 -10.14714
C: 11.64233 16.08305 -7.71837
C: 10.48220 16.66887 -8.52361
O: 9.27141 16.60048 -7.79740
H: 11.23005 15.44610 -6.93141
H: 12.12150 16.89913 -7.17321
H: 12.35008 15.55264 -8.34568
H: 10.41521 16.15125 -9.49081
H: 10.77125 17.67950 -8.82203
H: 8.60976 17.22756 -8.20261
C: 10.34013 20.13532 -6.62482
C: 9.39366 20.93675 -7.46426
O: 8.07818 20.36115 -7.46231
H: 11.27206 20.68482 -6.42888
H: 10.67078 19.18521 -7.04150
H: 9.90771 19.98713 -5.63461
H: 9.72758 20.99645 -8.50495
H: 9.24232 21.91388 -7.00963
H: 8.03682 19.49031 -7.95851

total energy: -23310.068 eV
energy relative to the best compared isomer or geometry (same formula, charge and spin): 0.00 kcal/mol
E_HOMO: -9.160 eV
frontier orbital gap: 7.99 eV

=====

What is the formula in the first record?
C6H20O4